Entry 1:
Below is HNO in the gas phase at a distorted geometry, with properties calculated with the ωB97M-V functional and the def2-TZVPD basis.

Geometry (Å):
1 N -0.19 0.06 -0.42
2 O -0.01 -0.91 0.25
3 H 0.21 0.85 0.17

- Structure (SMILES): N=O
- Kohn-Sham gap: 9.4 eV
- Energy relative to the best compared isomer or geometry (same formula, charge and spin): 0.87 kcal per mole

---

Entry 2:
Below is C6H10 in the gas phase at a distorted geometry, with properties calculated with the ωB97M-V functional and the def2-TZVPD basis.

Geometry (Å):
1 C -0.60 0.09 -1.36
2 C -0.80 0.03 0.15
3 C -1.03 -1.44 0.59
4 C 0.39 0.66 0.97
5 C 1.70 0.60 0.42
6 C 2.68 0.72 -0.30
7 H -1.46 -0.35 -1.89
8 H 0.29 -0.46 -1.66
9 H -0.49 1.12 -1.70
10 H -1.71 0.58 0.42
11 H -1.21 -1.53 1.67
12 H -1.92 -1.86 0.09
13 H -0.18 -2.07 0.33
14 H 0.95 1.76 0.98
15 H 0.21 0.58 2.04
16 H 3.18 1.56 -0.75

- Structure (SMILES): C#CCC(C)C
- Kohn-Sham gap: 9.8 eV
- Energy relative to the best compared isomer or geometry (same formula, charge and spin): 85.36 kcal per mole

---

Entry 3:
Below is C7H11NO in the gas phase at a distorted geometry, with properties calculated with the ωB97M-V functional and the def2-TZVPD basis.

Geometry (Å):
1 C -1.70 -0.58 -0.64
2 C -0.90 0.21 0.33
3 C -0.15 -0.78 1.28
4 C 1.28 -1.08 0.63
5 C 1.10 0.67 -1.21
6 C 0.20 1.13 -0.11
7 C -1.20 1.63 0.32
8 H -2.35 0.03 -1.36
9 H 0.08 -0.41 2.29
10 H -0.68 -1.77 1.27
11 H 2.01 -0.48 1.20
12 H 1.51 -2.14 0.67
13 H 0.91 -1.39 -1.29
14 H 0.55 0.67 -2.15
15 H 2.03 1.27 -1.31
16 H 0.82 1.42 0.72
17 H -1.28 2.21 1.27
18 H -1.96 1.87 -0.38
19 N 1.45 -0.70 -0.77
20 O -1.71 -1.78 -0.75

- Structure (SMILES): O=C[C@@]12CCNC[C@H]1C2
- Kohn-Sham gap: 9.6 eV
- Energy relative to the best compared isomer or geometry (same formula, charge and spin): 76.08 kcal per mole

---

Entry 4:
Below is 2 unconnected molecules or ions with the total composition C7H12O5P at a distorted geometry, with properties calculated with the ωB97M-V functional and the def2-TZVPD basis.

Geometry (Å):
1 C 3.19 -1.25 -0.46
2 C -0.32 -1.90 0.89
3 C -1.63 -1.20 0.83
4 C -0.49 -0.71 -0.04
5 C -2.81 -1.86 0.15
6 C 2.42 1.99 -0.04
7 C -1.18 1.82 -1.39
8 O 2.91 -1.45 -1.56
9 O 3.56 -1.14 0.61
10 O 0.47 1.28 1.98
11 O 1.60 0.90 -0.31
12 O -0.70 2.00 -0.08
13 P 0.19 0.79 0.61
14 H 0.25 -1.84 1.81
15 H -0.24 -2.88 0.41
16 H -1.93 -0.66 1.74
17 H -3.54 -1.11 -0.16
18 H -3.32 -2.57 0.80
19 H -2.47 -2.38 -0.74
20 H 2.33 2.75 -0.83
21 H 3.46 1.65 0.01
22 H 2.15 2.44 0.92
23 H -1.78 2.70 -1.63
24 H -1.78 0.91 -1.45
25 H -0.35 1.73 -2.09

- Kohn-Sham gap: 6.5 eV
- Total charge: -1

---

Entry 5:
Below is 10 unconnected molecules or ions with the total composition C27H68Cl6O21S7 at a distorted geometry, with properties calculated with the ωB97M-V functional and the def2-TZVPD basis.

Geometry (Å):
1 Cl 4.61 -2.85 -5.61
2 C 3.69 -2.37 -4.15
3 C 3.67 -3.43 -3.09
4 Cl 2.56 -4.78 -3.55
5 H 2.67 -2.08 -4.44
6 H 4.20 -1.48 -3.77
7 H 3.29 -3.08 -2.13
8 H 4.63 -3.91 -2.93
9 Cl -0.19 -2.01 -0.78
10 C 0.39 -0.43 -0.14
11 C 1.82 -0.09 -0.62
12 Cl 1.77 0.21 -2.44
13 H 0.33 -0.48 0.95
14 H -0.28 0.36 -0.45
15 H 2.38 -1.02 -0.55
16 H 2.26 0.72 -0.03
17 Cl 7.62 -3.11 0.80
18 C 6.59 -4.19 -0.20
19 C 5.13 -4.14 0.18
20 Cl 4.40 -2.54 0.11
21 H 7.11 -5.15 -0.17
22 H 6.62 -3.85 -1.24
23 H 4.92 -4.55 1.16
24 H 4.58 -4.76 -0.52
25 O -0.22 2.90 -3.69
26 S -1.32 2.39 -2.84
27 O -1.16 2.28 -1.41
28 O -2.60 3.45 -3.08
29 C -3.18 3.66 -4.39
30 C -4.65 3.80 -4.26
31 C -1.93 0.74 -3.57
32 H -2.92 2.77 -4.98
33 H -2.72 4.56 -4.79
34 H -5.16 4.07 -5.19
35 H -4.79 4.62 -3.56
36 H -5.16 2.91 -3.89
37 H -1.30 -0.08 -3.23
38 H -1.96 0.76 -4.66
39 H -2.97 0.70 -3.23
40 O 2.04 0.81 2.29
41 S 2.25 0.62 3.71
42 O 1.14 0.12 4.56
43 O 3.53 -0.35 4.02
44 C 4.55 -0.47 3.03
45 C 5.48 -1.69 3.31
46 C 2.92 2.19 4.49
47 H 5.04 0.50 2.96
48 H 4.02 -0.61 2.09
49 H 6.45 -1.56 2.85
50 H 5.02 -2.61 2.96
51 H 5.67 -1.83 4.38
52 H 3.21 1.86 5.49
53 H 2.14 2.93 4.65
54 H 3.81 2.53 3.96
55 O 6.67 -1.54 -2.27
56 S 6.82 -0.14 -2.02
57 O 6.94 0.78 -3.14
58 O 5.60 0.37 -1.08
59 C 5.39 1.78 -0.95
60 C 5.40 2.15 0.58
61 C 8.11 0.17 -0.70
62 H 4.44 2.04 -1.42
63 H 6.16 2.42 -1.40
64 H 6.37 2.12 1.09
65 H 4.58 1.63 1.07
66 H 5.11 3.20 0.65
67 H 7.76 -0.32 0.20
68 H 8.22 1.25 -0.57
69 H 9.02 -0.24 -1.14
70 O 0.62 6.32 1.69
71 S 0.17 5.27 0.75
72 O -1.03 4.55 1.17
73 O -0.02 5.92 -0.80
74 C -1.39 6.03 -1.26
75 C -1.24 6.42 -2.67
76 C 1.49 4.04 0.53
77 H -2.00 6.81 -0.80
78 H -2.07 5.18 -1.17
79 H -2.23 6.59 -3.10
80 H -0.80 5.59 -3.23
81 H -0.69 7.35 -2.79
82 H 2.44 4.58 0.58
83 H 1.29 3.51 -0.40
84 H 1.36 3.34 1.36
85 O -2.58 0.41 1.22
86 S -3.68 0.71 0.28
87 O -3.75 0.20 -1.08
88 O -5.14 0.41 1.04
89 C -6.37 0.55 0.38
90 C -6.99 -0.81 0.73
91 C -3.78 2.52 0.18
92 H -6.24 0.75 -0.69
93 H -6.94 1.37 0.81
94 H -8.04 -0.90 0.43
95 H -6.96 -1.01 1.80
96 H -6.34 -1.52 0.22
97 H -4.32 2.79 -0.73
98 H -2.84 3.03 0.38
99 H -4.56 2.72 0.92
100 O -4.74 0.29 5.65
101 S -4.43 -0.99 6.19
102 O -5.41 -1.72 7.00
103 O -3.88 -1.94 4.97
104 C -3.10 -1.34 3.93
105 C -1.67 -1.84 4.08
106 C -2.78 -0.86 7.17
107 H -3.05 -0.25 3.97
108 H -3.42 -1.66 2.93
109 H -1.09 -1.54 3.21
110 H -1.72 -2.93 4.14
111 H -1.20 -1.34 4.92
112 H -2.99 -0.72 8.23
113 H -2.22 0.02 6.85
114 H -2.31 -1.84 7.06
115 O -5.06 -3.65 0.67
116 S -4.29 -4.33 -0.33
117 O -3.32 -5.36 0.10
118 O -5.43 -4.93 -1.42
119 C -5.02 -6.03 -2.22
120 C -5.73 -5.92 -3.58
121 C -3.56 -3.09 -1.50
122 H -5.40 -6.95 -1.78
123 H -3.94 -6.06 -2.32
124 H -6.81 -5.88 -3.45
125 H -5.64 -6.85 -4.14
126 H -5.49 -5.06 -4.21
127 H -2.89 -3.63 -2.17
128 H -3.07 -2.34 -0.88
129 H -4.34 -2.61 -2.09

- Kohn-Sham gap (spin up / spin down): 9.8 / 1.7 eV
- Total charge: +1
- 2S+1: 2

---

Entry 6:
Below is a molecular structure, C6H20B2O2Sn at a distorted geometry, with properties calculated with the ωB97M-V functional and the def2-TZVPD basis.

Geometry (Å):
1 Sn 0.32 0.14 1.38
2 B -1.03 0.46 3.33
3 H -0.72 1.32 2.76
4 H -1.61 0.70 4.21
5 H -1.64 -0.12 2.64
6 H -0.13 -0.04 3.63
7 B -0.91 -1.85 1.39
8 H -0.31 -1.73 2.28
9 H -0.19 -2.06 0.62
10 H -1.54 -2.72 1.49
11 H -1.43 -0.94 1.16
12 C -1.71 -0.66 -1.41
13 C -0.28 -1.11 -1.07
14 O 0.62 -0.34 -0.64
15 C 0.06 -2.62 -1.13
16 H -2.11 -0.87 -0.42
17 H -2.23 -1.23 -2.18
18 H -1.70 0.41 -1.61
19 H -0.68 -3.12 -0.50
20 H 1.08 -2.74 -0.76
21 H -0.16 -2.88 -2.16
22 C 1.78 3.42 -0.87
23 C 1.51 1.93 -0.77
24 O 1.21 1.34 0.29
25 C 1.64 1.09 -2.00
26 H 1.70 4.04 0.02
27 H 0.83 3.64 -1.37
28 H 2.51 3.80 -1.59
29 H 0.63 0.78 -2.25
30 H 2.25 0.20 -1.85
31 H 2.21 1.75 -2.65

- Kohn-Sham gap: 5.9 eV

---

Entry 7:
Below is a molecular structure, C22H18Br2CaIN4O at a distorted geometry, with properties calculated with the ωB97M-V functional and the def2-TZVPD basis.

Geometry (Å):
1 Ca 1.10 -0.27 -0.22
2 Br -5.30 -3.78 2.56
3 C -3.75 -3.16 1.62
4 C -3.58 -3.47 0.24
5 C -2.53 -2.93 -0.47
6 C -1.67 -1.99 0.14
7 O -0.64 -1.50 -0.53
8 C -1.78 -1.77 1.55
9 C -1.00 -0.84 2.33
10 N -0.05 -0.04 1.92
11 C 0.45 0.84 2.89
12 C -0.21 1.24 4.01
13 C 0.34 2.19 4.88
14 C 1.60 2.68 4.65
15 C 2.35 2.30 3.49
16 C 3.57 2.88 3.08
17 C 4.10 2.66 1.85
18 C 3.43 1.75 1.03
19 N 2.28 1.13 1.32
20 C 1.70 1.42 2.57
21 C -2.88 -2.36 2.22
22 H -4.28 -4.09 -0.30
23 H -2.44 -3.24 -1.48
24 H -1.37 -0.68 3.39
25 H -1.23 1.09 4.23
26 H -0.27 2.53 5.66
27 H 2.04 3.39 5.40
28 H 4.02 3.58 3.80
29 H 4.99 3.22 1.49
30 H 3.79 1.57 0.04
31 H -3.01 -2.13 3.22
32 Br 0.19 3.76 -5.24
33 C -0.53 2.05 -4.93
34 C -1.36 1.47 -5.91
35 C -2.00 0.25 -5.73
36 C -1.95 -0.38 -4.48
37 C -1.14 0.15 -3.48
38 C -0.52 1.41 -3.68
39 I 0.29 2.24 -1.95
40 H -1.46 2.02 -6.87
41 H -2.62 -0.15 -6.49
42 H -2.45 -1.30 -4.25
43 H -1.08 -0.33 -2.51
44 N 1.77 -2.09 -2.14
45 N 2.88 -1.93 -1.23
46 H 1.28 -2.85 -1.82
47 H 2.09 -2.32 -3.09
48 H 3.56 -1.43 -1.80
49 H 3.28 -2.84 -0.97

- Kohn-Sham gap: 6.9 eV
- Total charge: +1
- Energy relative to the best compared isomer or geometry (same formula, charge and spin): 0.00 kcal per mole

---

Entry 8:
Below is 18 unconnected molecules or ions with the total composition C3H40O18 at a distorted geometry, with properties calculated with the ωB97M-V functional and the def2-TZVPD basis.

Geometry (Å):
1 O -2.36 -0.92 0.49
2 C -2.43 -1.02 -0.70
3 C -2.90 0.08 -1.57
4 C -2.55 -0.24 -3.04
5 H -2.03 -2.05 -1.07
6 H -2.58 1.11 -1.18
7 H -3.98 0.07 -1.62
8 H -1.50 -0.52 -3.28
9 H -2.94 0.50 -3.59
10 H -3.12 -1.06 -3.39
11 H 0.64 -0.83 5.25
12 H -0.10 -1.81 4.33
13 O 0.15 -0.88 4.43
14 H -0.03 -1.37 2.46
15 H 0.15 -1.20 0.89
16 O 0.23 -1.77 1.59
17 H -0.45 -2.92 -1.09
18 H -0.10 -3.56 0.27
19 O -0.49 -3.71 -0.62
20 H 1.22 4.34 1.94
21 H 0.31 3.31 1.24
22 O 0.28 4.18 1.68
23 H 1.57 -0.72 -1.55
24 H 2.44 -1.98 -1.34
25 O 1.70 -1.49 -0.89
26 H 0.49 -0.64 -4.46
27 H 0.85 -1.80 -3.48
28 O 0.23 -1.18 -3.75
29 H 3.83 0.96 -3.07
30 H 2.42 1.24 -2.96
31 O 3.00 0.72 -3.42
32 H -1.35 2.61 0.21
33 H -0.71 3.58 -0.68
34 O -1.43 3.07 -0.65
35 H 0.86 1.42 3.03
36 H 1.77 0.28 3.55
37 O 1.68 1.12 3.04
38 H 1.56 2.09 -0.71
39 H 0.81 2.83 -1.77
40 O 1.41 2.03 -1.71
41 H -0.74 2.52 -4.22
42 H -1.63 1.85 -3.18
43 O -1.35 1.78 -4.10
44 H -0.24 0.82 1.04
45 H -1.32 1.76 1.93
46 O -0.52 1.77 1.43
47 H -3.76 1.48 1.48
48 H -2.91 0.47 1.40
49 O -3.09 1.14 2.07
50 H 1.61 -3.86 0.10
51 H 1.67 -3.26 1.52
52 O 1.56 -4.06 1.04
53 H 2.00 1.97 1.63
54 H 3.14 2.89 0.76
55 O 2.12 2.63 0.88
56 H 4.26 -2.02 1.12
57 H 3.12 -1.33 0.87
58 O 3.80 -1.26 1.48
59 H -1.07 -3.11 2.58
60 H -2.09 -2.93 3.77
61 O -1.11 -3.14 3.56

- Kohn-Sham gap: 10.4 eV
- Energy relative to the best compared isomer or geometry (same formula, charge and spin): 147.16 kcal per mole

---

Entry 9:
Below is a molecular structure, C25H26Cl3N5RuS2 at a distorted geometry, with properties calculated with the ωB97M-V functional and the def2-TZVPD basis.

Geometry (Å):
1 Ru -0.15 -0.03 0.13
2 C 1.81 0.39 -2.36
3 C 3.05 -0.02 -1.56
4 C 2.89 -1.07 -0.49
5 C 3.66 -2.23 -0.54
6 C 3.62 -3.13 0.51
7 C 2.81 -2.83 1.60
8 C 2.06 -1.68 1.57
9 N 2.09 -0.82 0.55
10 N 0.89 1.28 -1.66
11 C 1.52 2.52 -1.20
12 C 1.88 2.51 0.27
13 C 2.92 3.28 0.76
14 C 3.17 3.30 2.13
15 C 2.36 2.55 2.96
16 C 1.35 1.80 2.40
17 N 1.11 1.78 1.08
18 C -0.30 1.57 -2.47
19 C -1.37 2.26 -1.65
20 C -2.30 3.11 -2.23
21 C -3.25 3.70 -1.42
22 C -3.23 3.44 -0.05
23 C -2.28 2.56 0.44
24 N -1.38 1.98 -0.35
25 H 1.26 -0.51 -2.65
26 H 2.16 0.87 -3.29
27 H 3.48 0.87 -1.08
28 H 3.79 -0.38 -2.27
29 H 4.29 -2.42 -1.40
30 H 4.22 -4.02 0.49
31 H 2.77 -3.49 2.46
32 H 1.42 -1.41 2.40
33 H 0.82 3.35 -1.34
34 H 2.41 2.75 -1.80
35 H 3.54 3.87 0.09
36 H 3.97 3.90 2.53
37 H 2.51 2.54 4.03
38 H 0.69 1.19 3.00
39 H -0.70 0.62 -2.84
40 H -0.05 2.18 -3.35
41 H -2.28 3.29 -3.29
42 H -3.99 4.36 -1.84
43 H -3.95 3.90 0.61
44 H -2.23 2.31 1.49
45 C -3.79 -2.40 2.35
46 C -2.99 -1.61 1.36
47 S -1.68 -0.72 2.03
48 C -3.34 -1.60 0.01
49 C -4.48 -2.43 -0.53
50 S -2.54 -0.66 -1.15
51 H -3.41 -2.24 3.36
52 H -3.75 -3.47 2.12
53 H -4.84 -2.10 2.33
54 H -5.02 -2.96 0.25
55 H -4.10 -3.15 -1.24
56 H -5.18 -1.79 -1.07
57 Cl 0.96 -5.53 -0.44
58 C -0.38 -4.49 0.09
59 Cl -1.91 -5.11 -0.56
60 Cl -0.45 -4.50 1.88
61 C -0.17 -3.15 -0.40
62 N 0.00 -2.08 -0.80

- Kohn-Sham gap (spin up / spin down): 7.0 / 6.7 eV
- Total charge: +1
- 2S+1: 6
- Energy relative to the best compared isomer or geometry (same formula, charge and spin): 15.29 kcal per mole